DFT (ωB97M-V with the def2-TZVPD basis set) results for 4 unconnected molecules or ions with the total composition C28H59ClN4O11S at a distorted geometry.

Geometry as XYZ:
```
104
Properties=species:S:1:pos:R:3:mulliken_charge:R:1
N 0.349 -3.274 0.653 -0.266
C 0.712 -2.192 -0.275 -1.091
C 0.884 -0.902 0.600 0.371
C 1.336 0.281 -0.250 0.475
C 0.562 1.247 -0.742 -0.064
C -0.929 1.518 -0.646 -0.150
C -1.523 1.496 0.801 -0.506
C -2.954 0.893 0.749 -1.019
C -2.986 -0.654 0.614 -0.146
S -3.534 -1.268 -1.002 1.163
O -2.620 -2.317 -1.358 -0.610
O -3.602 -0.246 -2.007 -0.609
Cl -5.421 -2.104 -0.878 -0.239
C 1.459 2.168 -1.571 -0.386
O 1.112 3.180 -2.022 -0.497
O 2.683 1.562 -1.678 -0.343
C 2.756 0.552 -0.736 0.105
O 3.715 0.000 -0.415 -0.461
H 0.672 -4.178 0.332 0.193
H -0.645 -3.272 0.848 0.172
H -0.088 -2.041 -1.025 0.264
H 1.673 -2.461 -0.741 0.545
H -0.067 -0.759 1.124 0.008
H 1.641 -1.169 1.358 0.363
H -1.433 0.846 -1.360 0.262
H -1.081 2.543 -1.028 0.526
H -1.649 2.547 1.113 0.412
H -0.872 1.032 1.554 0.417
H -3.441 1.337 -0.139 0.338
H -3.577 1.211 1.601 0.464
H -3.707 -1.032 1.360 0.607
H -2.035 -1.150 0.851 -0.269
C -8.754 3.446 -6.844 -0.713
O -8.269 2.188 -7.276 -0.344
C -6.921 2.223 -7.740 -0.812
C -6.002 1.478 -6.789 -0.139
N -5.838 2.206 -5.534 -0.306
C -5.165 1.437 -4.485 -0.793
C -5.863 0.183 -3.963 0.458
O -7.067 0.441 -3.250 -0.392
C -8.226 0.567 -4.054 -0.575
H -9.823 3.347 -6.660 0.237
H -8.272 3.760 -5.913 0.302
H -8.603 4.212 -7.611 0.338
H -6.577 3.247 -7.913 0.415
H -6.913 1.705 -8.704 0.393
H -5.022 1.355 -7.260 0.358
H -6.431 0.483 -6.623 0.174
H -6.750 2.479 -5.192 0.114
H -5.033 2.117 -3.639 0.349
H -4.162 1.169 -4.832 0.380
H -5.186 -0.278 -3.239 -0.394
H -6.027 -0.567 -4.746 0.273
H -8.179 -0.055 -4.951 0.299
H -8.394 1.612 -4.329 0.160
H -9.084 0.249 -3.459 0.296
C 4.782 3.775 1.223 -0.681
O 4.930 3.876 2.629 -0.344
C 4.727 5.193 3.135 -0.794
C 3.451 5.254 3.953 -0.164
N 2.276 5.137 3.096 -0.243
C 1.027 4.933 3.825 -0.730
C 0.897 3.642 4.633 -0.498
O 0.855 2.470 3.836 -0.404
C 2.128 1.953 3.475 -0.215
H 5.105 2.779 0.919 0.193
H 3.736 3.903 0.926 0.271
H 5.405 4.512 0.709 0.392
H 4.734 5.944 2.340 0.392
H 5.573 5.407 3.796 0.399
H 3.408 6.206 4.490 0.407
H 3.494 4.444 4.692 0.175
H 2.405 4.353 2.469 -0.075
H 0.226 4.943 3.081 0.358
H 0.853 5.791 4.483 0.418
H -0.064 3.682 5.155 0.358
H 1.660 3.555 5.415 0.351
H 2.881 2.144 4.242 0.343
H 2.444 2.368 2.515 -0.064
H 2.032 0.874 3.343 0.169
C 5.858 -7.631 4.081 -0.714
O 6.387 -6.322 3.969 -0.341
C 7.081 -6.088 2.746 -0.822
C 6.319 -5.112 1.869 -0.114
N 5.103 -5.719 1.336 -0.329
C 4.202 -4.769 0.685 -1.019
C 3.581 -3.669 1.548 0.231
O 2.667 -4.146 2.522 -0.367
C 3.260 -4.564 3.740 -0.572
H 5.489 -7.756 5.098 0.236
H 5.022 -7.782 3.391 0.300
H 6.628 -8.385 3.896 0.340
H 7.299 -7.020 2.217 0.415
H 8.039 -5.633 3.017 0.398
H 6.958 -4.804 1.036 0.361
H 6.094 -4.226 2.475 0.179
H 4.600 -6.165 2.093 0.101
H 3.383 -5.359 0.263 0.409
H 4.725 -4.308 -0.159 0.376
H 2.996 -3.032 0.882 -0.261
H 4.333 -3.014 2.005 0.329
H 4.160 -3.993 3.982 0.320
H 3.488 -5.633 3.711 0.131
H 2.531 -4.412 4.537 0.294
```

- LUMO energy: -0.44 eV
- Frontier orbital gap: 8.03 eV
- Electronic energy: -3007.13282 Eh